One molecule with the formula C25H31NO5. Source: the OMol25 dataset; level of theory: ωB97M-V with the def2-TZVPD basis set.

Structure (XYZ):
```
62
Properties=species:S:1:pos:R:3:forces:R:3
C -2.2667 -4.7227 0.4166 0.12 0.44 -0.12
C -2.1921 -3.5475 -0.5400 -0.27 -0.35 -0.31
H -3.1797 -3.2848 -0.9360 0.17 -0.04 0.02
H -1.5349 -3.7679 -1.3888 -0.12 0.07 0.08
O -1.6678 -2.4224 0.1658 0.12 -0.20 0.41
C -1.7131 -1.2504 -0.4737 0.08 0.29 -0.28
O -2.1524 -1.1293 -1.5877 0.02 -0.04 -0.05
C -1.1821 -0.1146 0.3939 0.02 0.13 0.25
C 0.1605 -0.5053 1.0271 0.13 -0.06 -0.27
C 1.2580 -0.6131 -0.0411 -0.01 -0.12 0.28
N 1.4217 0.5877 -0.8336 0.14 0.15 -0.11
C 0.1672 0.9574 -1.4550 -0.23 0.11 -0.06
C -0.9938 1.1389 -0.4665 0.10 -0.26 -0.28
H -1.9069 1.3352 -1.0282 0.00 0.09 0.03
H -0.7931 1.9929 0.1838 -0.05 0.04 0.09
H 0.3162 1.8795 -2.0215 -0.01 -0.04 -0.04
H -0.0944 0.1657 -2.1621 -0.03 0.10 -0.03
C 2.0881 1.6708 -0.1304 -0.03 -0.04 -0.07
C 3.5152 1.3056 0.1814 0.06 0.03 0.08
C 4.3131 0.7629 -0.8139 0.22 0.00 0.12
C 5.6329 0.4212 -0.5605 -0.02 -0.03 0.04
C 6.1777 0.6551 0.7060 0.01 0.07 0.01
C 5.3727 1.1809 1.7065 0.22 -0.11 -0.15
C 4.0519 1.4938 1.4484 -0.03 0.02 -0.07
H 3.4397 1.9000 2.2400 -0.10 0.04 0.08
H 5.8067 1.3381 2.6810 0.07 0.02 0.12
O 7.4934 0.3835 0.9977 -0.35 0.00 0.22
C 8.2844 0.1822 -0.1510 0.06 -0.19 -0.54
C 7.5627 -0.7417 -1.1313 0.46 -0.02 0.37
H 8.1671 -0.9272 -2.0206 -0.01 -0.01 0.11
O 6.3678 -0.1416 -1.5754 -0.32 0.26 0.02
H 7.3413 -1.6946 -0.6303 0.03 0.08 -0.08
H 9.2234 -0.2559 0.1907 -0.06 0.04 -0.09
H 8.4832 1.1444 -0.6436 0.01 -0.09 0.07
H 3.9065 0.5835 -1.7955 -0.06 -0.07 -0.16
H 1.5802 1.9704 0.8006 0.05 0.06 -0.03
H 2.0861 2.5372 -0.8005 -0.10 0.00 0.08
H 2.2150 -0.8481 0.4306 -0.06 -0.12 -0.06
H 1.0076 -1.4255 -0.7314 0.05 -0.09 0.03
H 0.0651 -1.4585 1.5473 0.00 0.04 0.09
H 0.4383 0.2538 1.7615 -0.05 0.04 0.07
C -2.2300 0.1199 1.5130 0.02 -0.09 -0.17
C -3.6209 0.2695 0.9660 -0.15 0.15 0.18
C -4.0911 1.5046 0.5581 -0.17 0.06 -0.06
C -5.3615 1.6447 0.0004 0.11 -0.03 0.05
C -6.1715 0.5254 -0.1426 -0.19 0.26 -0.14
C -5.7067 -0.7083 0.2832 0.08 -0.07 0.03
C -4.4489 -0.8413 0.8350 -0.09 -0.09 0.01
H -4.1064 -1.8082 1.1723 0.06 -0.11 0.04
H -6.3440 -1.5746 0.1794 -0.05 -0.06 0.00
H -7.1572 0.5980 -0.5741 -0.08 0.05 -0.03
O -5.7067 2.9130 -0.3630 0.30 -0.15 0.15
C -6.9669 3.1227 -0.9500 -0.22 0.03 -0.09
H -7.7795 2.8515 -0.2677 0.03 0.00 -0.04
H -7.0743 2.5616 -1.8840 0.00 0.01 0.04
H -7.0190 4.1892 -1.1639 -0.05 -0.08 0.00
H -3.4869 2.3920 0.6644 0.11 0.12 0.02
H -2.1949 -0.7331 2.1938 0.01 0.05 0.05
H -1.9460 1.0175 2.0663 0.08 -0.03 0.01
H -1.2785 -4.9500 0.8075 0.08 -0.09 0.06
H -2.9239 -4.4897 1.2504 -0.08 -0.03 0.10
H -2.6520 -5.5940 -0.1047 -0.04 -0.10 -0.04
```
Positions in Å, forces in eV/Å.

Spin multiplicity ... 1
Structure (SMILES) ... CCOC(=O)C1(Cc2cccc(OC)c2)CCN(Cc2ccc3c(c2)OCCO3)CC1
HOMO level ... -8.12 eV
E_LUMO ... 0.812 eV

Want to see where the charge sits? The Mulliken charges in e are:
1. C -1.263
2. C -0.247
3. H 0.317
4. H 0.353
5. O -0.118
6. C -0.335
7. O -0.618
8. C 2.259
9. C -1.364
10. C -1.141
11. N 0.137
12. C -1.480
13. C -0.952
14. H 0.482
15. H 0.453
16. H 0.516
17. H 0.499
18. C -0.601
19. C 0.135
20. C -0.447
21. C 0.418
22. C 0.674
23. C -0.955
24. C -0.559
25. H 0.381
26. H 0.421
27. O -0.473
28. C -0.454
29. C -0.453
30. H 0.340
31. O -0.454
32. H 0.285
33. H 0.339
34. H 0.291
35. H 0.468
36. H 0.252
37. H 0.476
38. H 0.479
39. H 0.446
40. H 0.492
41. H 0.500
42. C -1.646
43. C 0.366
44. C -0.122
45. C 0.493
46. C -0.467
47. C -1.081
48. C -0.545
49. H 0.531
50. H 0.382
51. H 0.411
52. O -0.422
53. C -0.898
54. H 0.358
55. H 0.356
56. H 0.249
57. H 0.480
58. H 0.382
59. H 0.650
60. H 0.301
61. H 0.305
62. H 0.417

=====

C25H32As2ClO11Os as an isolated structure. Source: the OMol25 dataset; level of theory: ωB97M-V with the def2-TZVPD basis set.

Structure (XYZ):
```
72
Properties=species:S:1:pos:R:3:forces:R:3
Os -1.4261 0.3982 -1.7151 -0.20 -0.46 -0.06
C -1.5709 -2.3948 -4.7560 -0.01 0.02 -0.02
C -1.9197 -2.1454 -3.3208 0.01 0.02 -0.05
C -3.2229 -1.8753 -2.9184 0.02 0.01 0.04
C -3.5469 -1.6792 -1.5708 -0.02 0.02 -0.12
C -4.9471 -1.3308 -1.1591 -0.03 0.01 0.00
C -2.5409 -1.8257 -0.6141 0.18 -0.05 0.17
C -1.2108 -2.1257 -0.9856 -0.06 -0.01 0.08
C -0.1851 -2.5111 0.0437 -0.01 -0.07 -0.02
C -0.9064 -2.1879 -2.3510 0.01 -0.01 0.04
H -0.7941 -1.7077 -5.0976 0.00 -0.02 0.02
H -2.4382 -2.2909 -5.4042 0.00 0.02 0.00
H -1.1711 -3.4038 -4.8707 -0.02 -0.01 -0.01
H -4.0027 -1.7997 -3.6663 0.00 -0.01 0.00
H -5.0841 -0.2469 -1.1592 0.00 0.00 -0.01
H -5.1645 -1.6946 -0.1561 0.01 0.00 0.00
H -5.6748 -1.7530 -1.8502 0.00 0.00 0.00
H -2.7750 -1.7771 0.4450 -0.03 0.05 -0.16
H 0.4306 -1.6724 0.3510 0.02 0.05 0.02
H 0.4936 -3.2554 -0.3709 -0.02 -0.03 0.00
H -0.6705 -2.9300 0.9223 0.02 0.02 0.01
H 0.1120 -2.4078 -2.6513 0.00 0.01 0.00
O -2.2633 1.9326 -1.5771 -0.14 0.22 0.08
C 1.6520 5.2850 2.7452 -0.01 0.01 0.02
O 1.5788 4.3494 1.6523 0.09 -0.02 -0.02
C 0.7249 3.3496 1.8185 -0.15 0.12 -0.04
O -0.0152 3.2219 2.7639 0.03 -0.05 0.00
C 0.7389 2.4339 0.6280 -0.28 -0.07 0.12
C 1.8719 1.8258 0.2538 0.05 0.02 -0.07
As 2.9131 1.3508 1.8411 0.17 0.12 -0.12
C 4.1629 0.0669 1.0555 0.06 -0.04 0.03
C 1.4212 0.1048 2.3264 -0.07 -0.07 -0.01
C 0.1142 0.1701 2.0634 0.10 0.07 -0.05
As -0.7424 1.1939 0.6178 -0.10 0.14 -0.13
C -2.3285 1.9921 1.3690 0.05 0.01 0.07
C -0.9208 -0.5802 2.8312 -0.24 -0.13 0.06
O -1.9496 -0.9737 2.3188 0.30 0.12 0.08
O -0.6450 -0.6689 4.1219 -0.02 0.02 -0.10
C -1.5844 -1.4227 4.9106 -0.04 -0.02 0.02
C 1.9178 -1.0008 3.2116 0.01 -0.08 0.08
O 1.5635 -2.1451 3.1117 0.05 0.00 -0.03
O 2.8636 -0.5654 4.0446 0.00 0.07 -0.02
C 3.4485 -1.5692 4.8970 0.01 -0.02 0.02
C 2.0415 0.9525 -0.9480 0.19 -0.12 0.09
O 1.6135 -0.1752 -1.0582 -0.04 0.00 0.10
O 2.8509 1.5524 -1.7978 0.09 -0.09 0.12
C 3.3778 0.7375 -2.8678 0.01 0.10 -0.20
H 2.3686 6.0370 2.4345 0.00 -0.01 0.00
H 1.9891 4.7752 3.6458 -0.01 0.00 0.00
H 0.6748 5.7292 2.9203 0.01 -0.01 0.01
H 4.7666 0.6005 0.3205 -0.02 0.02 0.01
H 3.6591 -0.7719 0.5797 -0.02 0.01 0.00
H 4.8247 -0.2891 1.8426 -0.03 -0.02 0.00
H -2.1700 2.1999 2.4211 -0.01 0.03 0.02
H -3.1546 1.3012 1.2186 0.03 -0.02 -0.02
H -2.5117 2.9065 0.8099 -0.01 0.01 0.04
H -1.2301 -1.3508 5.9330 0.01 0.01 -0.01
H -1.5941 -2.4589 4.5780 0.00 0.01 0.00
H -2.5802 -0.9957 4.8169 0.01 0.00 -0.01
H 4.1850 -1.0483 5.4989 -0.01 0.00 -0.01
H 3.9156 -2.3441 4.2928 -0.01 0.00 0.00
H 2.6799 -2.0123 5.5260 0.00 -0.01 -0.01
H 4.0303 1.3966 -3.4325 0.01 -0.02 0.07
H 2.5720 0.3875 -3.5022 -0.05 -0.06 0.05
H 3.9391 -0.0949 -2.4475 -0.02 -0.02 0.00
Cl 1.3129 0.7976 -6.1206 -0.01 0.00 -0.01
C -0.3340 1.1909 -5.6033 -0.03 -0.01 0.00
C -0.5671 0.8686 -4.1507 0.16 0.07 0.04
O 0.3304 0.9255 -3.2872 -0.31 0.08 -0.24
O -1.7578 0.5475 -3.8079 0.30 0.05 0.03
H -1.0409 0.6430 -6.2190 0.00 0.00 0.00
H -0.4978 2.2583 -5.7462 0.01 0.00 0.01
```
Positions in Å, forces in eV/Å.

Spin multiplicity ... 5
HOMO level (spin up / spin down) ... -11.33 / -11.83 eV
Total charge ... +1
E_LUMO (spin up / spin down) ... -3.462 / -4.740 eV
⟨S²⟩ ... 6.024

Want to see where the charge sits? The Mulliken charges in e are:
1. Os 1.732
2. C -1.518
3. C 0.896
4. C -0.788
5. C 0.725
6. C -1.636
7. C -0.392
8. C 1.367
9. C -1.818
10. C -0.946
11. H 0.234
12. H 0.376
13. H 0.411
14. H 0.410
15. H 0.309
16. H 0.381
17. H 0.434
18. H 0.401
19. H -0.005
20. H 0.547
21. H 0.407
22. H 0.414
23. O -0.592
24. C -0.750
25. O -0.249
26. C 0.235
27. O -0.539
28. C 0.064
29. C 0.148
30. As 0.094
31. C -1.186
32. C 1.302
33. C 0.197
34. As 1.165
35. C -1.446
36. C -0.098
37. O -0.601
38. O -0.272
39. C -0.791
40. C -0.223
41. O -0.558
42. O -0.373
43. C -0.774
44. C 0.268
45. O -0.228
46. O -0.311
47. C -0.494
48. H 0.259
49. H 0.326
50. H 0.314
51. H 0.441
52. H 0.309
53. H 0.405
54. H 0.541
55. H 0.350
56. H 0.459
57. H 0.286
58. H 0.323
59. H 0.298
60. H 0.271
61. H 0.329
62. H 0.303
63. H 0.300
64. H 0.063
65. H 0.310
66. Cl -0.165
67. C -0.475
68. C 0.241
69. O -0.400
70. O -0.759
71. H 0.372
72. H 0.370

=====

C25H32BF4N2O2PPtSi as an isolated structure at a distorted geometry. Source: the OMol25 dataset; level of theory: ωB97M-V with the def2-TZVPD basis set.

Structure (XYZ):
```
69
Properties=species:S:1:pos:R:3:forces:R:3
Pt 0.4970 0.6478 0.1440 0.24 0.57 -0.93
C -1.4228 4.1560 1.4792 0.05 0.05 -0.17
C -0.2643 3.2738 1.1362 -0.60 -0.57 -0.89
O -0.5393 2.3164 0.2956 -0.85 0.44 0.97
C 0.9756 3.5176 1.6658 0.53 -0.04 0.30
C 2.1028 2.7127 1.5273 0.27 0.17 0.23
C 3.3933 3.1467 2.1495 -0.06 0.07 -0.05
N 2.0718 1.5281 0.9185 0.33 0.45 0.12
N 3.2815 0.8449 0.7760 -0.27 0.73 0.71
C 3.0690 -0.3061 0.2836 -0.47 -0.89 -0.57
O 1.8693 -0.6691 -0.1945 1.38 -1.36 0.02
C 4.1402 -1.3297 0.2144 -0.19 0.04 -0.19
C 3.9088 -2.5289 -0.4530 0.01 -0.03 0.00
C 4.8988 -3.4999 -0.5083 -0.06 0.05 0.00
C 6.1245 -3.2733 0.0981 0.02 0.03 0.02
C 6.3590 -2.0735 0.7590 0.02 -0.02 0.00
C 5.3724 -1.1044 0.8196 0.03 0.04 0.03
H -2.2617 3.9523 0.8170 0.05 0.01 0.00
H -1.1443 5.2074 1.4215 -0.01 0.01 0.03
H -1.7123 3.9253 2.5053 -0.02 -0.02 0.05
H 1.0734 4.3963 2.2851 0.04 -0.04 0.04
H 3.2876 4.1377 2.5815 0.00 -0.01 0.00
H 4.1995 3.1380 1.4188 0.01 -0.01 -0.01
H 3.6554 2.4368 2.9347 0.01 -0.01 0.00
H 2.9533 -2.6893 -0.9336 0.02 -0.01 -0.01
H 4.7142 -4.4302 -1.0295 -0.01 0.01 0.00
H 6.8981 -4.0291 0.0564 0.00 0.00 0.00
H 7.3144 -1.8953 1.2346 0.00 0.00 0.00
H 5.5433 -0.1701 1.3361 0.00 0.00 0.01
F 0.2163 0.8842 2.8832 -0.05 0.18 0.19
B -0.2230 1.4455 4.1401 -0.06 -0.08 0.04
F -0.2988 0.3969 5.0531 -0.01 0.01 0.00
F -1.5027 1.9937 3.9117 0.02 0.05 -0.02
F 0.6760 2.4269 4.5310 0.02 0.01 0.00
C -0.4092 -2.6095 -0.4144 0.01 0.03 -0.18
P -0.7313 -1.2183 0.6780 -0.18 0.15 0.23
C -0.2286 -1.8368 2.2930 0.13 0.01 -0.01
C -2.4849 -0.8869 0.7709 -0.04 0.14 0.02
C -3.3917 -1.4658 -0.1120 0.01 0.00 0.03
C -4.7398 -1.1633 -0.0025 0.02 -0.02 -0.01
C -5.1752 -0.2807 0.9765 0.01 0.01 0.01
C -4.2675 0.3052 1.8491 -0.02 -0.01 -0.01
C -2.9179 0.0094 1.7497 0.04 -0.02 -0.02
H -0.6011 -2.3430 -1.4497 -0.02 -0.03 0.02
H -1.0375 -3.4459 -0.1074 0.00 -0.01 0.06
H 0.6418 -2.8702 -0.3009 -0.04 -0.02 0.01
H -0.8708 -2.6889 2.5241 0.00 -0.03 -0.06
H -0.3182 -1.0782 3.0638 -0.04 -0.02 0.02
H 0.8110 -2.1617 2.2312 0.00 0.02 0.01
H -3.0510 -2.1397 -0.8868 0.00 0.00 -0.02
H -5.4477 -1.6118 -0.6871 0.00 0.00 0.00
H -6.2284 -0.0445 1.0566 0.00 0.00 0.00
H -4.6048 0.9975 2.6086 0.01 0.00 0.00
H -2.2133 0.4891 2.4213 -0.03 -0.01 -0.01
C -3.6804 -0.9205 -3.7669 -0.05 -0.03 0.03
Si -2.0197 -0.1395 -4.1120 0.03 0.02 0.04
C -2.2405 1.5447 -4.8737 -0.01 0.06 -0.02
C -1.0098 -1.2439 -5.2240 0.04 -0.04 -0.04
C -1.1239 0.0567 -2.5176 -0.07 0.03 -0.04
C -0.5504 0.2493 -1.4679 -0.19 -0.07 0.03
H -4.2879 -0.9494 -4.6744 0.00 0.00 0.00
H -4.2254 -0.3557 -3.0081 -0.01 0.01 -0.01
H -3.5694 -1.9467 -3.4087 0.00 0.00 0.00
H -2.7588 1.4725 -5.8326 0.00 0.00 0.00
H -1.2746 2.0232 -5.0441 0.00 0.00 0.00
H -2.8245 2.1934 -4.2184 0.00 0.00 0.00
H -1.5136 -1.3975 -6.1811 0.00 0.00 0.00
H -0.8507 -2.2233 -4.7677 0.00 0.00 0.00
H -0.0305 -0.8052 -5.4228 0.00 0.00 0.00
```
Positions in Å, forces in eV/Å.

Spin multiplicity ... 1
HOMO level ... -8.48 eV
E_LUMO ... -1.280 eV

Want to see where the charge sits? The Mulliken charges in e are:
1. Pt 2.626
2. C -1.423
3. C 0.928
4. O -0.807
5. C -1.315
6. C 1.703
7. C -1.536
8. N 0.541
9. N -0.910
10. C 0.273
11. O -0.537
12. C 0.411
13. C -0.237
14. C -0.739
15. C -0.402
16. C -0.660
17. C -0.406
18. H 0.305
19. H 0.426
20. H 0.283
21. H 0.281
22. H 0.408
23. H 0.390
24. H 0.330
25. H 0.376
26. H 0.403
27. H 0.386
28. H 0.388
29. H 0.465
30. F -0.182
31. B 0.064
32. F -0.371
33. F -0.411
34. F -0.345
35. C -1.271
36. P 0.990
37. C -1.311
38. C 0.205
39. C -0.445
40. C -0.613
41. C -0.484
42. C -0.919
43. C -0.271
44. H 0.250
45. H 0.556
46. H 0.236
47. H 0.520
48. H 0.268
49. H 0.363
50. H 0.363
51. H 0.456
52. H 0.392
53. H 0.480
54. H 0.238
55. C -0.879
56. Si -0.136
57. C -0.987
58. C -1.004
59. C -0.325
60. C -0.194
61. H 0.391
62. H 0.235
63. H 0.300
64. H 0.314
65. H 0.313
66. H 0.306
67. H 0.329
68. H 0.317
69. H 0.313

=====

Calculated values (kcal per mole) of energy above the lowest of the compared OMol25 structures with the same formula, charge and spin for the records, taken in order: 3.92 28.46 17.16.